DFT (wB97M-V/def2-TZVPD) results for a 2-piece molecular cluster, C9H14 overall.

frontier orbital gap: 10.0 eV
SMILES: Cc1ccccc1.CC
net charge: 0
ΔE to the lowest compared entry with this formula, charge and spin: 0.269 eV

Geometry (Å):
C  -0.294  -2.106  -1.848
C  0.411  -2.781  -3.017
H  -1.378  -2.086  -1.985
H  -0.185  -2.600  -0.878
H  0.035  -1.075  -1.692
H  1.413  -2.369  -3.151
H  -0.109  -2.626  -3.963
H  0.489  -3.852  -2.858
C  1.855  2.170  2.072
C  -0.877  -0.318  1.208
C  0.320  0.217  1.685
C  -1.824  0.508  0.634
C  0.569  1.576  1.574
C  -1.526  1.844  0.396
C  -0.345  2.375  0.890
H  -1.046  -1.384  1.263
H  1.063  -0.496  2.028
H  -2.818  0.143  0.400
H  -2.227  2.434  -0.188
H  2.010  3.180  1.699
H  2.731  1.584  1.758
H  -0.188  3.443  0.810
H  1.919  2.220  3.162

=====

DFT (wB97M-V/def2-TZVPD) results for a 6-piece molecular cluster, C35H37N5O3S overall at a distorted geometry.

frontier orbital gap: 7.6 eV
SMILES: C=CCC1=C(CSCC)C(=O)OC1=O.c1ccncc1.c1ccncc1.c1ccncc1.c1ccncc1.c1ccncc1
net charge: 0

Geometry (Å):
C  1.515  -0.464  0.432
C  0.160  -0.403  0.580
C  -0.724  -0.200  -0.646
C  -1.769  0.892  -0.541
C  -2.096  1.734  -1.518
C  -1.562  1.854  -2.927
S  -0.054  2.875  -3.109
C  0.052  4.110  -1.775
C  0.535  3.524  -0.406
C  -3.222  2.627  -1.004
O  -3.573  3.657  -1.373
O  -3.778  1.890  0.034
C  -2.684  1.246  0.617
O  -2.614  1.049  1.755
H  2.082  -1.387  0.614
H  2.119  0.410  0.162
H  -0.300  -0.535  1.568
H  -0.058  0.059  -1.487
H  -1.157  -1.176  -0.911
H  -1.299  0.839  -3.248
H  -2.387  2.170  -3.565
H  0.825  4.822  -2.099
H  -0.861  4.708  -1.659
H  -0.108  3.934  0.385
H  1.573  3.812  -0.193
H  0.527  2.429  -0.423
N  3.756  1.836  -1.173
C  4.948  1.644  -0.607
C  6.117  2.239  -1.058
C  6.044  3.078  -2.159
C  4.814  3.288  -2.760
C  3.706  2.646  -2.229
H  4.951  0.979  0.250
H  7.059  2.051  -0.559
H  6.934  3.562  -2.542
H  4.715  3.935  -3.621
H  2.720  2.782  -2.662
N  4.267  -0.254  2.591
C  5.535  -0.669  2.639
C  6.045  -1.483  3.637
C  5.192  -1.888  4.649
C  3.873  -1.469  4.623
C  3.460  -0.658  3.577
H  6.168  -0.325  1.827
H  7.082  -1.790  3.621
H  5.552  -2.524  5.449
H  3.177  -1.765  5.396
H  2.435  -0.311  3.513
N  0.515  -2.479  4.055
C  0.287  -3.445  3.164
C  -0.523  -4.542  3.405
C  -1.131  -4.648  4.644
C  -0.908  -3.659  5.586
C  -0.083  -2.600  5.242
H  0.787  -3.321  2.208
H  -0.673  -5.293  2.642
H  -1.771  -5.492  4.872
H  -1.365  -3.705  6.566
H  0.118  -1.800  5.947
N  -2.619  1.238  -5.638
C  -2.009  1.806  -6.681
C  -2.438  1.672  -7.991
C  -3.563  0.902  -8.237
C  -4.211  0.301  -7.170
C  -3.701  0.502  -5.898
H  -1.131  2.397  -6.439
H  -1.906  2.158  -8.797
H  -3.931  0.772  -9.248
H  -5.092  -0.308  -7.321
H  -4.178  0.054  -5.031
N  -3.143  -3.413  2.328
C  -3.340  -2.118  2.075
C  -4.547  -1.466  2.282
C  -5.611  -2.202  2.778
C  -5.428  -3.549  3.046
C  -4.180  -4.101  2.806
H  -2.479  -1.585  1.686
H  -4.649  -0.413  2.062
H  -6.570  -1.732  2.952
H  -6.234  -4.158  3.434
H  -3.988  -5.151  3.005

=====

DFT (wB97M-V/def2-TZVPD) results for C26H30N2O4S in the gas phase.

frontier orbital gap: 8.9 eV
SMILES: CCOCCCNC(=O)[C@@H](c1ccc(C)cc1)N(Cc1cccs1)C(=O)c1ccccc1O
net charge: 0
ΔE to the lowest compared entry with this formula, charge and spin: 0.035 eV

Geometry (Å):
C  -2.660  -0.765  -2.919
C  -3.192  -0.092  -1.656
O  -2.883  -0.765  -0.457
C  -3.599  -1.966  -0.231
C  -2.780  -3.224  -0.550
H  -3.453  -4.041  -0.814
C  -1.905  -3.678  0.624
N  -1.052  -2.632  1.143
C  -0.021  -2.141  0.434
O  0.309  -2.565  -0.658
C  0.661  -0.964  1.152
N  -0.016  0.259  0.694
C  -1.130  0.614  1.379
O  -1.509  -0.079  2.338
C  -1.900  1.816  1.001
C  -1.325  2.971  0.472
C  -2.100  4.046  0.088
C  -3.480  3.983  0.223
C  -4.068  2.877  0.797
C  -3.293  1.801  1.231
O  -3.910  0.789  1.852
H  -3.205  0.194  2.193
H  -5.134  2.826  0.953
H  -4.093  4.812  -0.096
H  -1.630  4.930  -0.314
H  -0.251  3.044  0.400
C  0.286  0.644  -0.673
C  1.626  1.280  -0.867
C  2.599  0.863  -1.721
C  3.753  1.678  -1.701
C  3.643  2.710  -0.831
S  2.124  2.715  -0.029
H  4.354  3.480  -0.606
H  4.623  1.493  -2.305
H  2.502  -0.012  -2.338
H  0.275  -0.268  -1.283
H  -0.507  1.304  -1.032
C  2.160  -0.846  1.019
C  2.934  -1.649  0.196
C  4.305  -1.465  0.130
C  4.935  -0.484  0.879
C  4.158  0.301  1.724
C  2.794  0.117  1.800
H  2.203  0.737  2.460
H  4.630  1.065  2.327
C  6.412  -0.253  0.778
H  6.606  0.669  0.228
H  6.855  -0.149  1.767
H  6.901  -1.072  0.258
H  4.890  -2.096  -0.523
H  2.468  -2.409  -0.409
H  0.433  -1.046  2.223
H  -1.414  -2.051  1.890
H  -1.262  -4.495  0.283
H  -2.528  -4.035  1.446
H  -2.129  -3.019  -1.399
H  -3.880  -1.963  0.829
H  -4.522  -1.959  -0.822
H  -2.743  0.899  -1.545
H  -4.282  0.039  -1.737
H  -2.796  -0.098  -3.767
H  -3.190  -1.693  -3.120
H  -1.600  -0.983  -2.810

=====

DFT (wB97M-V/def2-TZVPD) results for a 2-piece molecular cluster, C3H6IN2S overall at a distorted geometry.

frontier orbital gap: 8.0 eV
net charge: +1
ΔE to the lowest compared entry with this formula, charge and spin: 1.692 eV

Geometry (Å):
C  0.403  1.905  0.887
C  -0.122  2.028  -0.317
C  0.569  -1.827  -0.034
N  0.113  -2.384  -1.087
N  1.001  -1.266  0.889
S  -1.330  1.185  -1.260
I  -2.339  -0.198  0.467
H  1.082  2.591  1.380
H  -0.022  1.227  1.717
H  0.313  2.722  -1.029
H  -0.409  -3.350  -1.071
H  0.101  -2.032  -2.083
H  0.639  -0.600  1.541

=====

Which of these has the highest net charge? C3H6IN2S